# 1
The following is a DFT calculation (the ωB97M-V functional and the def2-TZVPD basis) of a 10-piece molecular cluster, C60H55F9O7S overall in a non-equilibrium geometry.

CARTESIAN COORDINATES (ANGSTROEM)
C1 -0.73 1.02 4.31
C2 -1.10 -0.42 4.11
O1 -1.11 -1.26 4.96
O2 -1.45 -0.73 2.80
C3 -0.31 -1.18 2.07
C4 -0.52 -0.87 0.57
O3 -1.13 -1.94 -0.09
O4 -1.26 0.31 0.48
C5 -1.18 1.03 -0.71
O5 -0.72 2.12 -0.72
S1 1.16 -0.73 -0.18
C6 2.10 -2.00 0.59
O6 1.71 0.54 0.23
O7 1.08 -1.03 -1.58
H1 -1.23 1.40 5.19
H2 0.35 1.10 4.44
H3 -1.01 1.63 3.45
H4 0.56 -0.61 2.41
H5 -0.17 -2.25 2.20
H6 -2.08 -1.88 0.08
H7 -1.64 0.58 -1.60
H8 3.06 -2.00 0.08
H9 1.59 -2.96 0.50
H10 2.26 -1.79 1.64
F1 3.00 -2.34 3.47
C7 3.01 -3.67 3.77
C8 4.18 -4.24 4.23
C9 4.17 -5.59 4.51
C10 3.02 -6.35 4.32
C11 1.87 -5.75 3.85
C12 1.85 -4.39 3.57
H11 5.06 -3.63 4.36
H12 5.08 -6.06 4.88
H13 3.03 -7.41 4.54
H14 0.97 -6.33 3.70
H15 0.96 -3.89 3.21
F2 1.89 -4.06 -3.89
C13 1.46 -3.28 -4.90
C14 1.32 -1.92 -4.68
C15 0.88 -1.12 -5.72
C16 0.58 -1.68 -6.96
C17 0.73 -3.05 -7.15
C18 1.17 -3.86 -6.12
H16 1.55 -1.51 -3.70
H17 0.76 -0.06 -5.57
H18 0.23 -1.06 -7.77
H19 0.49 -3.49 -8.11
H20 1.30 -4.93 -6.25
F3 -1.42 0.50 -4.15
C19 -2.27 1.49 -4.51
C20 -3.50 1.15 -5.03
C21 -4.36 2.18 -5.39
C22 -3.99 3.50 -5.22
C23 -2.75 3.81 -4.69
C24 -1.87 2.80 -4.32
H21 -3.76 0.11 -5.17
H22 -5.33 1.93 -5.80
H23 -4.67 4.30 -5.50
H24 -2.45 4.84 -4.55
H25 -0.90 3.01 -3.89
F4 -1.31 6.65 -5.38
C25 -1.74 7.34 -6.46
C26 -2.01 8.68 -6.34
C27 -2.45 9.38 -7.46
C28 -2.62 8.72 -8.67
C29 -2.35 7.36 -8.76
C30 -1.90 6.66 -7.65
H26 -1.87 9.17 -5.39
H27 -2.66 10.43 -7.38
H28 -2.96 9.26 -9.54
H29 -2.48 6.84 -9.70
H30 -1.67 5.60 -7.70
F5 2.95 1.83 4.86
C31 2.65 2.78 3.93
C32 2.39 4.07 4.35
C33 2.08 5.03 3.40
C34 2.03 4.68 2.05
C35 2.29 3.38 1.66
C36 2.61 2.42 2.60
H31 2.44 4.31 5.41
H32 1.88 6.04 3.70
H33 1.78 5.43 1.31
H34 2.24 3.10 0.61
H35 2.82 1.40 2.32
F6 -1.20 3.94 4.39
C37 -2.33 4.51 4.85
C38 -2.68 5.75 4.35
C39 -3.85 6.34 4.81
C40 -4.63 5.71 5.76
C41 -4.25 4.47 6.25
C42 -3.09 3.85 5.79
H36 -2.05 6.23 3.61
H37 -4.14 7.31 4.43
H38 -5.53 6.18 6.13
H39 -4.85 3.97 7.00
H40 -2.78 2.89 6.16
F7 0.43 -5.22 1.13
C43 0.57 -5.99 0.02
C44 1.43 -5.58 -0.97
C45 1.56 -6.38 -2.10
C46 0.82 -7.55 -2.22
C47 -0.05 -7.93 -1.21
C48 -0.18 -7.14 -0.07
H41 2.00 -4.67 -0.87
H42 2.23 -6.08 -2.89
H43 0.92 -8.16 -3.11
H44 -0.63 -8.83 -1.30
H45 -0.85 -7.42 0.73
F8 -2.92 -9.56 -1.24
C49 -3.85 -8.70 -1.71
C50 -3.45 -7.52 -2.29
C51 -4.42 -6.65 -2.76
C52 -5.77 -6.97 -2.65
C53 -6.15 -8.17 -2.05
C54 -5.18 -9.05 -1.58
H46 -2.40 -7.27 -2.37
H47 -4.13 -5.72 -3.23
H48 -6.52 -6.29 -3.02
H49 -7.19 -8.42 -1.96
H50 -5.45 -9.99 -1.12
F9 8.33 5.42 5.03
C55 7.45 4.60 5.64
C56 6.54 3.91 4.87
C57 5.63 3.07 5.50
C58 5.65 2.94 6.88
C59 6.57 3.65 7.64
C60 7.49 4.49 7.02
H51 6.54 4.03 3.79
H52 4.92 2.51 4.92
H53 4.94 2.28 7.37
H54 6.59 3.55 8.71
H55 8.22 5.04 7.58

## Properties
* HOMO: -9.0 eV
* strongest force on any atom: 1.1 eV/Å
* SMILES string: CC(=O)OC[C@@](O)(OC=O)S(C)(=O)=O.Fc1ccccc1.Fc1ccccc1.Fc1ccccc1.Fc1ccccc1.Fc1ccccc1.Fc1ccccc1.Fc1ccccc1.Fc1ccccc1.Fc1ccccc1

Here are the Mulliken charges for atoms 1 to 99, given in e:
1 C -0.291
2 C 0.517
3 O -0.565
4 O -0.410
5 C -0.878
6 C 0.922
7 O -0.618
8 O -0.272
9 C -0.068
10 O -0.378
11 S 0.867
12 C -0.298
13 O -0.438
14 O -0.492
15 H 0.211
16 H -0.097
17 H 0.375
18 H 0.343
19 H 0.235
20 H 0.417
21 H 0.394
22 H 0.726
23 H -0.421
24 H 0.005
25 F -0.223
26 C 0.204
27 C -0.679
28 C -0.354
29 C -0.663
30 C -0.535
31 C 0.248
32 H 0.448
33 H 0.374
34 H 0.383
35 H 0.445
36 H 0.385
37 F -0.203
38 C 0.578
39 C -0.466
40 C -0.379
41 C -0.753
42 C -0.289
43 C -0.462
44 H 0.433
45 H 0.406
46 H 0.390
47 H 0.367
48 H 0.428
49 F -0.253
50 C 0.368
51 C -0.632
52 C -0.279
53 C -0.682
54 C -0.418
55 C -0.220
56 H 0.440
57 H 0.374
58 H 0.413
59 H 0.421
60 H 0.491
61 F -0.301
62 C 0.417
63 C -0.517
64 C -0.276
65 C -0.549
66 C -0.329
67 C -0.391
68 H 0.411
69 H 0.355
70 H 0.371
71 H 0.351
72 H 0.465
73 F -0.476
74 C -0.070
75 C -0.116
76 C -0.453
77 C -0.615
78 C -0.407
79 C -0.195
80 H 0.511
81 H 0.452
82 H 0.414
83 H 0.436
84 H 0.556
85 F -0.035
86 C 0.574
87 C -0.509
88 C -0.373
89 C -0.581
90 C -0.461
91 C -0.421
92 H 0.431
93 H 0.358
94 H 0.369
95 H 0.371
96 H 0.314
97 F -0.158
98 C 0.663
99 C -0.266

# 2
The following is a DFT calculation (the ωB97M-V functional and the def2-TZVPD basis) of a 4-piece molecular cluster, C8H12N4 overall in a non-equilibrium geometry.

CARTESIAN COORDINATES (ANGSTROEM)
C1 -13.47 -0.76 5.59
C2 -12.34 -1.71 5.31
N1 -11.47 -2.46 5.15
H1 -13.17 0.21 5.29
H2 -13.50 -0.72 6.66
H3 -14.46 -1.01 5.27
C3 -8.39 -7.73 2.11
C4 -7.11 -7.09 2.41
N2 -6.03 -6.69 2.68
H4 -8.04 -8.71 1.74
H5 -8.73 -7.13 1.23
H6 -9.02 -7.88 2.99
C5 -8.19 -3.78 4.95
C6 -8.89 -5.00 4.79
N3 -9.40 -6.01 4.84
H7 -7.72 -3.80 5.90
H8 -8.91 -2.93 5.03
H9 -7.43 -3.59 4.19
C7 -14.13 -5.30 5.37
C8 -15.25 -4.45 5.13
N4 -16.03 -3.68 4.76
H10 -14.34 -6.23 4.77
H11 -14.20 -5.70 6.42
H12 -13.24 -4.74 5.07

## Properties
* HOMO: -11.2 eV
* ΔE to the lowest compared entry with this formula, charge and spin: 2.4542 eV
* strongest force on any atom: 4.2 eV/Å
* SMILES string: CC#N.CC#N.CC#N.CC#N

Charges per atom according to natural (NBO) partitioning, unit e:
1 C -0.710
2 C 0.320
3 N -0.381
4 H 0.250
5 H 0.250
6 H 0.273
7 C -0.730
8 C 0.297
9 N -0.360
10 H 0.251
11 H 0.257
12 H 0.284
13 C -0.742
14 C 0.324
15 N -0.373
16 H 0.254
17 H 0.277
18 H 0.261
19 C -0.738
20 C 0.291
21 N -0.355
22 H 0.261
23 H 0.259
24 H 0.281

# 3
The following is a DFT calculation (the ωB97M-V functional and the def2-TZVPD basis) of C29H49N3OP3PtS as an isolated structure in a non-equilibrium geometry.

CARTESIAN COORDINATES (ANGSTROEM)
Pt1 0.58 -0.48 -0.05
N1 3.62 1.17 2.75
C1 2.84 0.84 1.73
O1 1.59 0.88 1.78
C2 3.45 0.40 0.44
C3 2.66 -0.74 -0.13
H1 3.23 1.53 3.61
H2 4.63 1.17 2.66
H3 4.49 0.10 0.56
H4 3.44 1.26 -0.23
H5 2.76 -1.65 0.46
H6 2.90 -0.92 -1.17
C4 -0.71 1.64 5.78
P1 -0.57 1.29 4.00
C5 -0.96 2.83 3.14
C6 -1.87 0.10 3.59
C7 -3.12 0.39 4.16
C8 -4.22 -0.41 3.91
C9 -4.10 -1.51 3.08
C10 -2.87 -1.82 2.52
C11 -1.73 -1.04 2.78
P2 -0.18 -1.64 2.01
C12 1.04 -1.92 3.33
C13 -0.54 -3.37 1.60
H7 -1.55 2.32 5.95
H8 0.19 2.13 6.14
H9 -0.87 0.71 6.33
H10 -2.01 3.08 3.33
H11 -0.79 2.72 2.07
H12 -0.33 3.63 3.53
H13 -3.24 1.25 4.82
H14 -5.17 -0.17 4.37
H15 -4.95 -2.14 2.87
H16 -2.79 -2.70 1.89
H17 0.62 -2.64 4.04
H18 1.31 -1.01 3.86
H19 1.95 -2.35 2.90
H20 -0.92 -3.87 2.49
H21 0.39 -3.84 1.29
H22 -1.25 -3.48 0.78
C14 -2.42 1.44 -0.25
C15 -1.90 1.43 -1.69
C16 -2.45 2.63 -2.46
P3 -0.06 1.30 -1.68
C17 0.52 0.55 -3.28
C18 -0.35 0.86 -4.51
C19 2.00 0.86 -3.53
C20 0.52 3.05 -1.46
C21 1.86 3.19 -0.74
C22 0.54 3.86 -2.77
H23 -3.50 1.22 -0.23
H24 -2.28 2.42 0.21
H25 -1.92 0.70 0.39
H26 -2.23 0.52 -2.19
H27 -2.16 3.58 -2.01
H28 -3.54 2.57 -2.43
H29 -2.16 2.63 -3.51
H30 0.44 -0.52 -3.07
H31 -0.31 1.92 -4.78
H32 -1.39 0.57 -4.37
H33 0.03 0.29 -5.36
H34 2.13 1.85 -3.95
H35 2.40 0.15 -4.25
H36 2.59 0.78 -2.61
H37 -0.26 3.47 -0.81
H38 2.68 2.91 -1.41
H39 1.89 2.58 0.15
H40 2.02 4.23 -0.46
H41 1.47 3.69 -3.31
H42 0.51 4.93 -2.52
H43 -0.30 3.66 -3.42
N2 -2.45 -1.74 -1.48
C23 -1.30 -2.32 -1.90
N3 -0.18 -2.33 -1.21
C24 0.79 -3.13 -1.85
C25 2.01 -3.54 -1.32
C26 2.83 -4.38 -2.07
C27 2.44 -4.82 -3.33
C28 1.20 -4.46 -3.84
C29 0.40 -3.63 -3.09
S1 -1.25 -3.15 -3.42
H44 -2.53 -1.40 -0.54
H45 -3.30 -1.91 -1.99
H46 2.29 -3.26 -0.31
H47 3.77 -4.71 -1.65
H48 3.08 -5.48 -3.89
H49 0.86 -4.85 -4.80

## Properties
* HOMO (alpha / beta): -15.5 / -15.5 eV
* ΔE to the lowest compared entry with this formula, charge and spin: 1.3010 eV
* total charge: +3
* strongest force on any atom: 2.5 eV/Å

Charges per atom according to Mulliken partitioning, unit e:
1 Pt 2.324
2 N -0.275
3 C 0.338
4 O -0.138
5 C -1.203
6 C -1.142
7 H 0.265
8 H 0.250
9 H 0.706
10 H 0.033
11 H 0.733
12 H 0.776
13 C -1.296
14 P 0.752
15 C -0.721
16 C 0.219
17 C -0.670
18 C -0.933
19 C -1.136
20 C -0.658
21 C 0.248
22 P 1.539
23 C -1.309
24 C -1.736
25 H 0.413
26 H 0.430
27 H 0.404
28 H 0.473
29 H -0.306
30 H 0.481
31 H 0.340
32 H 0.459
33 H 0.481
34 H 0.370
35 H 0.507
36 H 0.273
37 H 0.430
38 H 0.638
39 H 0.451
40 H 0.316
41 C -1.837
42 C 1.026
43 C -1.757
44 P -0.449
45 C 1.912
46 C -1.655
47 C -1.441
48 C 0.666
49 C -1.370
50 C -1.704
51 H 0.479
52 H 0.342
53 H 0.263
54 H 0.521
55 H 0.350
56 H 0.496
57 H 0.378
58 H -0.951
59 H 0.289
60 H 0.376
61 H 0.456
62 H 0.314
63 H 0.425
64 H 0.193
65 H 0.571
66 H 0.395
67 H -0.105
68 H 0.594
69 H 0.343
70 H 0.431
71 H 0.342
72 N -0.090
73 C -0.010
74 N 0.481
75 C -0.633
76 C -0.149
77 C -0.909
78 C -0.761
79 C -0.532
80 C 0.960
81 S -0.178
82 H -0.106
83 H 0.286
84 H 0.245
85 H 0.467
86 H 0.439
87 H 0.471

# 4
The following is a DFT calculation (the ωB97M-V functional and the def2-TZVPD basis) of C8H18Ag3NO6 as an isolated structure in a non-equilibrium geometry.

CARTESIAN COORDINATES (ANGSTROEM)
Ag1 -1.62 4.04 -3.64
Ag2 -1.07 4.28 -0.16
Ag3 1.24 1.45 -3.01
N1 -1.77 1.58 -1.41
O1 -0.99 0.78 -2.07
O2 -2.48 2.36 -1.95
O3 -1.60 1.73 -0.13
C1 2.10 0.54 0.31
O4 2.64 -0.04 -0.89
C2 2.24 -1.45 -1.06
C3 2.37 -1.98 -2.51
O5 1.87 -1.03 -3.48
C4 2.03 -1.60 -4.79
H1 2.07 -0.18 1.12
H2 1.05 0.84 0.20
H3 2.72 1.39 0.60
H4 1.20 -1.48 -0.73
H5 2.92 -2.01 -0.42
H6 1.81 -2.91 -2.64
H7 3.37 -2.34 -2.77
H8 1.56 -0.87 -5.44
H9 1.47 -2.53 -4.86
H10 3.05 -1.78 -5.15
C5 -2.76 0.73 3.29
C6 -2.77 -0.70 3.67
C7 -1.30 -1.02 3.36
O6 -0.62 0.17 3.74
C8 -1.41 1.31 3.60
H11 -3.51 1.40 3.72
H12 -2.91 0.68 2.21
H13 -3.40 -1.30 3.02
H14 -3.11 -0.79 4.70
H15 -1.10 -1.18 2.30
H16 -0.83 -1.86 3.87
H17 -1.08 2.00 2.82
H18 -1.37 1.76 4.59

## Properties
* spin multiplicity: 2
* HOMO (alpha / beta): -17.8 / -17.8 eV
* total charge: +3
* strongest force on any atom: 5.7 eV/Å

Charges per atom according to natural (NBO) partitioning, unit e:
1 Ag 0.974
2 Ag 0.967
3 Ag 0.945
4 N 0.717
5 O -0.526
6 O -0.524
7 O -0.601
8 C -0.267
9 O -0.574
10 C -0.085
11 C -0.097
12 O -0.616
13 C -0.259
14 H 0.187
15 H 0.145
16 H 0.212
17 H 0.171
18 H 0.219
19 H 0.207
20 H 0.208
21 H 0.185
22 H 0.200
23 H 0.211
24 C -0.454
25 C -0.427
26 C -0.127
27 O -0.017
28 C -0.126
29 H 0.268
30 H 0.231
31 H 0.270
32 H 0.265
33 H 0.281
34 H 0.281
35 H 0.260
36 H 0.296

- Among the records above, which one has the lowest strongest force on any atom?
  C60H55F9O7S